{
  "formula": "C39H64N6O12",
  "method": "wB97M-V/def2-TZVPD",
  "e_above_lowest_kj_mol": 0.0,
  "orbital_gap_ev": 8.8,
  "homo_ev": -9.00,
  "max_force_ha_per_bohr": 0.0201,
  "e_lumo_ev": -0.2,
  "smiles": "O=C1c2ccccc2C(=O)c2c(COCOCCO)cc(CCCO)cc21.CNC(C)=O.CNC(C)=O.CNC(C)=O.CNC(C)=O.CNC(C)=O.CNC(C)=O",
  "species": ["O", "C", "C", "C", "C", "C", "C", "C", "C", "O", "C", "C", "C", "O", "C", "O", "C", "C", "O", "C", "C", "C", "C", "C", "O", "C", "C", "H", "H", "H", "H", "H", "H", "H", "H", "H", "H", "H", "H", "H", "H", "H", "H", "H", "H", "H", "H", "H", "H", "C", "C", "O", "N", "C", "H", "H", "H", "H", "H", "H", "H", "C", "C", "O", "N", "C", "H", "H", "H", "H", "H", "H", "H", "C", "C", "O", "N", "C", "H", "H", "H", "H", "H", "H", "H", "C", "C", "O", "N", "C", "H", "H", "H", "H", "H", "H", "H", "C", "C", "O", "N", "C", "H", "H", "H", "H", "H", "H", "H", "C", "C", "O", "N", "C", "H", "H", "H", "H", "H", "H", "H"],
  "xyz": [[2.969, -0.498, 3.022], [3.064, -0.426, 1.809], [3.688, -1.489, 0.999], [3.575, -2.813, 1.346], [4.154, -3.766, 0.552], [4.867, -3.390, -0.559], [5.001, -2.069, -0.900], [4.392, -1.114, -0.124], [4.457, 0.320, -0.466], [5.452, 0.838, -0.940], [3.229, 1.068, -0.131], [2.727, 2.079, -0.931], [3.341, 2.407, -2.260], [3.609, 1.250, -3.068], [2.629, 0.981, -4.049], [1.344, 0.813, -3.538], [1.132, -0.396, -2.805], [-0.032, -1.175, -3.378], [-1.044, -0.313, -3.868], [1.591, 2.735, -0.521], [0.924, 2.404, 0.642], [-0.344, 3.075, 1.076], [-1.489, 2.999, 0.059], [-1.687, 4.214, -0.813], [-3.061, 4.222, -1.189], [1.434, 1.388, 1.411], [2.563, 0.716, 1.019], [3.033, -3.096, 2.238], [4.078, -4.812, 0.809], [5.339, -4.150, -1.167], [5.566, -1.769, -1.771], [4.286, 2.930, -2.135], [2.656, 3.063, -2.796], [2.981, 0.104, -4.593], [2.550, 1.833, -4.728], [2.030, -1.012, -2.837], [0.951, -0.146, -1.761], [0.307, -1.847, -4.173], [-0.428, -1.807, -2.586], [-1.885, -0.746, -3.643], [1.183, 3.509, -1.161], [-0.668, 2.588, 1.980], [-0.134, 4.118, 1.315], [-1.348, 2.121, -0.573], [-2.428, 2.857, 0.586], [-1.425, 5.123, -0.265], [-1.053, 4.165, -1.698], [-3.231, 4.935, -1.825], [0.936, 1.109, 2.331], [1.032, 2.777, 6.180], [-0.009, 3.332, 5.234], [-0.376, 2.712, 4.248], [-0.525, 4.553, 5.519], [-0.217, 5.432, 6.633], [1.336, 1.805, 5.805], [1.904, 3.430, 6.232], [0.629, 2.667, 7.187], [-1.213, 4.861, 4.849], [-1.100, 5.636, 7.240], [0.178, 6.387, 6.287], [0.530, 4.971, 7.270], [-3.826, -4.834, -2.878], [-3.226, -3.709, -3.681], [-2.584, -2.807, -3.157], [-3.414, -3.724, -5.024], [-4.147, -4.695, -5.810], [-3.593, -4.668, -1.831], [-4.908, -4.879, -2.987], [-3.414, -5.795, -3.189], [-2.984, -2.949, -5.505], [-3.501, -5.182, -6.542], [-4.977, -4.228, -6.343], [-4.555, -5.458, -5.155], [8.022, -6.768, 1.387], [6.923, -5.795, 1.755], [5.774, -6.161, 1.943], [7.257, -4.483, 1.860], [8.550, -3.863, 1.664], [7.583, -7.759, 1.343], [8.457, -6.523, 0.418], [8.820, -6.760, 2.129], [6.477, -3.886, 2.092], [8.886, -3.352, 2.567], [8.520, -3.134, 0.852], [9.286, -4.620, 1.412], [-2.872, 3.185, -7.066], [-2.190, 4.308, -6.317], [-2.473, 5.480, -6.516], [-1.259, 3.957, -5.398], [-0.812, 2.628, -5.006], [-3.588, 3.631, -7.750], [-2.152, 2.593, -7.630], [-3.393, 2.518, -6.378], [-0.840, 4.750, -4.936], [-1.014, 2.432, -3.956], [0.259, 2.520, -5.171], [-1.324, 1.868, -5.581], [-3.845, 8.382, 9.319], [-2.801, 8.142, 8.251], [-1.641, 7.891, 8.531], [-3.208, 8.216, 6.955], [-4.534, 8.495, 6.442], [-3.358, 8.286, 10.284], [-4.277, 9.379, 9.232], [-4.655, 7.654, 9.251], [-2.465, 8.064, 6.291], [-4.908, 7.669, 5.836], [-4.542, 9.398, 5.831], [-5.220, 8.642, 7.269], [-6.462, -8.723, -2.515], [-5.859, -7.775, -1.500], [-6.092, -6.578, -1.520], [-5.037, -8.310, -0.560], [-4.649, -9.694, -0.386], [-7.085, -8.137, -3.183], [-5.688, -9.229, -3.093], [-7.075, -9.483, -2.030], [-4.670, -7.630, 0.088], [-4.958, -10.074, 0.589], [-3.568, -9.817, -0.473], [-5.120, -10.305, -1.149]],
  "forces_ev_per_angstrom": [[-0.187, -0.040, -0.553], [-0.039, -0.042, 1.032], [-0.191, 0.166, 0.318], [-0.306, -0.168, 0.713], [-0.077, -0.833, 0.144], [0.451, -0.593, -0.585], [0.481, 0.233, -0.567], [0.089, 0.192, -0.182], [0.824, 0.474, -0.360], [-0.458, -0.289, 0.100], [0.248, 0.068, -0.504], [0.258, -0.007, -0.389], [0.103, -0.057, -0.579], [-0.217, -0.090, 0.146], [-0.031, 0.515, 0.383], [0.196, -0.266, 0.035], [0.041, 0.365, -0.133], [-0.027, -0.201, -0.072], [-0.417, -0.140, 0.318], [-0.346, 0.418, -0.439], [-0.313, 0.312, 0.147], [-0.102, 0.039, -0.385], [0.104, -0.256, 0.008], [-0.170, 0.091, -0.134], [-0.109, 0.376, -0.353], [-0.332, -0.179, 0.784], [0.066, -0.172, 0.428], [-0.037, 0.073, 0.060], [-0.011, -0.055, 0.059], [0.006, -0.054, -0.062], [0.032, 0.058, -0.032], [0.127, -0.071, 0.026], [-0.057, 0.143, -0.090], [0.071, -0.147, 0.067], [0.008, 0.071, -0.117], [0.144, -0.131, 0.056], [-0.072, 0.210, 0.113], [0.059, 0.078, -0.163], [-0.017, -0.161, 0.062], [0.292, 0.039, -0.141], [-0.037, 0.034, -0.060], [-0.038, 0.068, 0.388], [-0.014, 0.123, 0.144], [-0.116, -0.095, -0.046], [-0.103, -0.006, 0.134], [-0.049, 0.109, 0.081], [0.142, 0.053, -0.197], [0.179, -0.322, 0.259], [0.005, -0.035, 0.057], [-0.013, -0.040, -0.053], [0.111, -0.031, 0.079], [-0.036, -0.018, 0.039], [-0.070, 0.125, 0.001], [-0.038, -0.066, -0.075], [0.007, -0.009, -0.010], [0.001, 0.014, 0.007], [-0.001, 0.010, 0.010], [0.006, -0.021, 0.009], [0.000, -0.010, 0.018], [0.027, 0.002, -0.007], [0.016, 0.008, 0.034], [0.071, 0.076, 0.010], [-0.010, -0.025, -0.011], [-0.059, 0.104, 0.023], [-0.001, 0.020, -0.122], [0.012, 0.019, 0.048], [0.012, 0.011, 0.009], [-0.025, -0.030, 0.008], [-0.024, -0.019, 0.002], [-0.003, -0.001, 0.015], [0.031, -0.004, 0.021], [-0.012, 0.026, 0.024], [-0.029, -0.035, -0.023], [-0.053, -0.020, 0.028], [0.073, 0.111, -0.061], [-0.005, -0.123, 0.009], [-0.003, 0.092, 0.075], [-0.033, -0.054, -0.019], [-0.003, -0.010, 0.001], [0.006, 0.010, -0.004], [0.011, 0.005, 0.001], [0.001, -0.004, -0.020], [-0.014, -0.023, 0.028], [-0.027, -0.012, -0.025], [0.045, 0.013, -0.007], [-0.010, 0.059, -0.039], [-0.134, -0.046, 0.040], [0.038, -0.052, -0.026], [0.152, 0.037, 0.138], [-0.046, 0.239, -0.076], [-0.006, -0.003, -0.005], [0.008, -0.014, 0.003], [0.000, -0.010, 0.004], [-0.025, -0.040, -0.029], [-0.012, -0.029, 0.083], [0.015, -0.057, -0.015], [-0.002, -0.048, -0.029], [0.056, -0.021, 0.016], [-0.113, 0.041, 0.049], [0.016, -0.022, -0.043], [0.030, -0.036, -0.134], [0.036, 0.005, 0.051], [0.003, -0.001, 0.009], [-0.007, 0.006, -0.007], [-0.009, -0.003, -0.003], [-0.001, 0.018, 0.018], [0.016, -0.033, 0.019], [0.023, 0.025, 0.018], [-0.048, 0.009, -0.011], [-0.013, 0.059, 0.000], [-0.013, -0.087, -0.023], [-0.013, -0.015, -0.034], [0.101, 0.012, 0.104], [-0.041, 0.039, -0.029], [-0.005, 0.004, -0.004], [0.006, -0.007, 0.001], [0.000, -0.011, 0.005], [-0.018, -0.002, -0.012], [-0.034, 0.015, 0.006], [0.010, 0.025, -0.028], [0.010, -0.048, 0.001]]
}